No. 1
Molecular formula: C40H45CaN5O2S4
Method: DFT, ωB97M-V/def2-TZVPD

CARTESIAN COORDINATES (ANGSTROEM)
1 C 5.492 -5.599 2.082
2 H 2.827 -5.247 2.440
3 H 1.734 -4.421 -3.734
4 C 1.615 0.357 4.659
5 O 2.937 -0.120 -0.636
6 H 0.389 4.423 -1.321
7 C -3.301 2.495 0.059
8 C -1.243 4.192 -2.700
9 H 0.258 -4.132 -4.668
10 S 1.985 -1.105 -0.042
11 C 4.624 -4.492 1.546
12 N 1.195 -0.596 1.296
13 C -0.003 2.364 -1.769
14 C -4.453 -0.247 2.019
15 H -1.066 -1.060 3.401
16 Ca -0.904 -0.492 0.079
17 H -3.593 2.499 2.203
18 C -1.059 -5.153 -0.347
19 C -2.017 3.283 -3.413
20 S -1.344 1.719 1.959
21 H 0.714 -2.385 -3.714
22 C 5.163 -3.483 0.755
23 H -2.200 -3.643 0.695
24 C 1.209 -0.465 -6.577
25 H 1.400 -3.407 1.603
26 C -4.834 0.107 0.584
27 C -2.653 0.944 -4.106
28 H 0.533 0.803 -4.334
29 H -5.147 -0.792 0.052
30 C 1.114 -1.072 -7.824
31 C 4.366 -2.450 0.280
32 H 0.943 0.429 5.510
33 C 0.666 -4.653 -3.800
34 C 3.758 0.572 3.677
35 H 0.590 -5.722 -4.002
36 S -3.010 -1.341 2.118
37 C 3.025 -2.419 0.613
38 H 3.340 0.978 5.770
39 H -4.256 0.647 2.601
40 H 4.771 -1.657 -0.335
41 H -1.112 1.134 4.231
42 S -3.559 0.794 -0.509
43 H 4.811 0.822 3.732
44 H -2.849 0.049 -3.515
45 H -2.153 0.635 -5.027
46 C -0.314 -5.431 -1.595
47 H 0.794 1.981 -1.139
48 H 3.794 0.125 1.579
49 C 0.141 -2.020 -8.097
50 H -1.429 -2.019 -5.100
51 C 2.460 -3.426 1.383
52 C -0.052 -4.317 -2.516
53 N 0.366 -0.191 -4.332
54 H -2.576 2.871 -0.669
55 C 2.276 0.550 -6.278
56 H 4.939 -6.536 2.140
57 N -0.575 0.084 -2.224
58 C 3.263 -4.453 1.846
59 H 1.851 1.543 -6.103
60 C -0.774 -2.365 -7.112
61 C -1.524 -3.771 -0.147
62 H -2.812 3.644 -4.054
63 C 3.209 0.173 2.484
64 H 2.969 0.633 -7.113
65 C -1.194 -2.726 -0.939
66 C -2.058 -0.611 3.486
67 N 0.125 -2.026 -2.979
68 C -0.712 -1.761 -5.868
69 C -0.375 -3.062 -2.119
70 H -2.495 -0.920 4.438
71 C 0.282 -0.824 -5.595
72 H -1.543 -3.098 -7.313
73 C -0.784 1.451 -2.483
74 H 5.845 -5.360 3.088
75 C -1.806 1.911 -3.326
76 C -0.090 -0.702 -3.127
77 H -1.431 5.253 -2.794
78 H 1.830 -0.801 -8.591
79 H -4.223 3.065 -0.080
80 C -1.889 0.905 3.505
81 C -0.228 3.729 -1.877
82 H 6.367 -5.755 1.452
83 C -2.803 2.704 1.484
84 H -5.681 0.795 0.585
85 H 6.217 -3.508 0.504
86 H -0.347 -6.425 -2.035
87 H 2.836 0.277 -5.382
88 H -1.628 -5.953 0.121
89 H 0.096 -2.485 -9.072
90 H -3.605 1.401 -4.373
91 C 1.838 -0.157 2.431
92 H -2.526 3.752 1.599
93 C 2.950 0.667 4.811
94 H -5.297 -0.758 2.483
95 N 1.059 -0.046 3.516
96 O 0.355 -5.396 -0.325
97 H -2.798 1.418 3.821

The total charge is 0. The calculation puts the energy above the lowest of the compared OMol25 structures with the same formula, charge and spin at 2.6898 eV. The HOMO energy comes out at -7.05 eV. The calculation puts the LUMO energy at 0.12 eV. The value obtained for the HOMO-LUMO gap is 0.2637 hartree. Its multiplicity is 1.



No. 2
Molecular formula: C40H45Cl3N2O9P2SiV
Method: DFT, ωB97M-V/def2-TZVPD

CARTESIAN COORDINATES (ANGSTROEM)
1 H -22.153 -2.293 2.135
2 C -18.130 -8.241 7.594
3 H -16.847 1.592 10.158
4 H -14.578 -6.491 1.672
5 C -16.279 -2.907 9.503
6 C -21.739 -5.275 3.714
7 H -19.493 -5.622 12.708
8 H -22.051 -4.933 12.433
9 H -15.381 -7.964 1.275
10 C -19.875 -4.743 12.112
11 H -18.485 -5.063 4.071
12 C -23.673 -3.167 6.289
13 C -17.895 -0.308 10.209
14 H -17.639 -8.511 6.706
15 H -16.337 -4.547 2.996
16 P -16.502 -7.000 3.220
17 C -17.722 -2.170 3.765
18 H -24.593 -3.534 6.654
19 H -15.365 -7.563 5.181
20 N -23.117 -5.437 0.551
21 H -17.203 -4.814 9.236
22 C -19.681 -7.363 9.567
23 Cl -19.673 2.481 4.351
24 C -22.748 -4.889 1.510
25 O -21.718 -5.330 8.387
26 C -19.720 -6.742 8.315
27 C -16.233 -2.900 6.098
28 H -14.138 -7.636 3.937
29 C -21.553 -3.318 11.121
30 V -19.908 -2.707 6.797
31 H -17.057 0.795 8.581
32 O -18.234 0.284 5.716
33 H -17.510 -9.858 8.922
34 O -17.823 -10.001 11.359
35 H -12.911 -2.465 10.027
36 H -15.759 0.220 9.838
37 H -17.624 -5.680 5.573
38 H -17.870 -1.201 4.191
39 H -15.327 -8.923 4.145
40 H -16.227 -3.353 7.140
41 H -16.662 -2.306 3.418
42 C -21.230 -2.607 4.035
43 H -17.864 -4.353 11.393
44 H -16.097 -1.817 6.034
45 H -20.042 -0.367 10.356
46 C -18.685 -9.103 11.237
47 O -19.302 -8.479 12.148
48 H -15.538 -3.446 5.472
49 H -23.110 -3.990 5.734
50 H -14.912 -6.147 9.630
51 C -22.109 -4.382 2.658
52 Cl -19.380 2.610 7.221
53 P -17.779 -3.216 5.283
54 H -18.599 -0.915 12.225
55 C -22.954 -2.493 7.423
56 C -16.329 -5.253 3.844
57 C -20.142 1.651 5.912
58 Cl -21.864 1.585 6.152
59 C -21.044 -4.792 4.809
60 H -21.123 -1.545 4.185
61 C -19.272 0.347 10.002
62 C -20.567 -2.816 10.257
63 H -17.659 0.515 12.172
64 H -15.433 -5.198 4.444
65 C -18.897 -4.098 11.329
66 H -19.423 0.623 8.938
67 C -19.221 -3.110 10.373
68 C -15.572 -6.949 1.630
69 O -20.233 -0.763 5.920
70 H -20.350 -6.975 10.384
71 C -17.732 -0.487 11.748
72 H -19.237 1.305 10.585
73 C -15.186 -7.852 4.161
74 H -22.539 -3.068 10.986
75 H -23.836 -2.351 5.598
76 C -15.038 -5.049 9.713
77 H -22.072 -6.306 3.760
78 H -16.152 -6.476 0.896
79 O -19.825 -4.433 7.520
80 C -16.239 -4.355 9.512
81 O -18.494 -2.015 7.801
82 H -14.979 -1.271 9.811
83 H -20.940 -2.077 9.561
84 H -18.544 -2.372 3.113
85 C -18.126 -8.990 8.727
86 C -13.840 -3.020 9.999
87 H -16.918 -0.958 12.153
88 C -19.421 0.223 5.853
89 C -17.599 -5.000 4.659
90 C -15.036 -2.343 9.701
91 N -18.942 -7.201 7.357
92 C -21.235 -4.362 11.984
93 H -13.000 -5.007 10.300
94 Si -17.992 -2.030 9.397
95 C -20.724 -3.421 4.996
96 C -21.899 -3.020 2.886
97 C -18.850 -8.437 9.768
98 C -20.531 -5.430 8.112
99 O -21.612 -2.401 7.404
100 H -20.810 -5.489 5.575
101 C -13.862 -4.403 10.019
102 O -23.533 -2.034 8.363
103 C -16.827 0.616 9.698

The total charge is -2. The calculation puts the energy above the lowest of the compared OMol25 structures with the same formula, charge and spin at 0.0720 eV. The HOMO energy (alpha / beta) comes out at -3.44 / -3.44 eV. The calculation puts the LUMO energy (alpha / beta) at 3.74 / 3.75 eV. The value obtained for the HOMO-LUMO gap (alpha / beta) is 0.2639 / 0.2640 hartree. Its multiplicity is 2. As for the expectation value of S²: 0.76.



No. 3
Molecular formula: C40H45Cl4N3O6
Method: DFT, ωB97M-V/def2-TZVPD

CARTESIAN COORDINATES (ANGSTROEM)
1 H -1.302 -5.072 1.339
2 H -3.680 0.929 -3.670
3 N 3.253 -3.169 -0.485
4 H -2.544 3.827 -3.849
5 H 4.053 1.323 0.880
6 H 5.015 -4.045 0.145
7 Cl -1.091 3.766 2.700
8 Cl -2.736 1.367 2.823
9 H 2.456 -5.220 6.208
10 H 4.417 -0.441 2.584
11 C 2.277 2.639 3.462
12 C -3.432 -1.916 1.881
13 C 4.313 -3.320 0.538
14 O 3.307 -3.870 -1.475
15 C 1.141 -4.049 5.004
16 H 2.204 2.866 -3.128
17 C -4.434 0.768 -2.909
18 H 0.047 4.455 -0.449
19 Cl -3.661 3.768 4.056
20 C -2.777 -4.156 2.593
21 C -6.383 0.254 -1.017
22 C -1.957 -3.206 0.527
23 C 2.264 -2.602 3.407
24 C -1.910 4.481 -3.265
25 H 2.241 -1.716 2.788
26 C 1.097 -3.093 3.987
27 H 2.012 1.827 5.368
28 H 3.776 -3.641 1.425
29 H 0.262 -4.498 5.439
30 H -2.644 -1.254 0.006
31 H 3.420 -0.241 4.806
32 H -0.821 -0.129 2.009
33 C -5.135 0.722 -0.624
34 H 0.243 -1.356 1.269
35 C 3.500 -3.050 3.846
36 H 0.902 0.164 1.725
37 H -1.379 2.935 -1.935
38 C 3.797 0.414 2.817
39 H 1.955 0.125 -6.870
40 H -4.036 -1.026 2.001
41 O -1.245 0.854 -0.246
42 H 2.636 -2.321 -6.693
43 H -7.678 -0.218 -2.658
44 H -2.828 -4.898 3.375
45 H -4.930 0.851 0.432
46 H 0.123 -2.735 3.671
47 H 2.648 3.311 1.484
48 N -0.264 0.158 -0.058
49 H -7.132 -0.006 -0.281
50 C -0.539 4.830 -1.273
51 C -4.127 0.921 -1.560
52 C 0.001 -0.293 1.334
53 C 3.612 1.412 1.863
54 H 0.251 6.755 -1.092
55 H -0.947 7.717 -3.066
56 O 0.572 -0.124 -0.891
57 C 3.247 0.552 4.089
58 H 4.795 -2.366 0.728
59 H 0.292 -2.655 -3.136
60 C -3.522 -2.975 2.763
61 C -0.358 6.139 -1.748
62 C -2.752 3.134 2.695
63 C -1.796 5.815 -3.603
64 O 4.422 1.632 -1.323
65 H -0.610 -0.446 -3.519
66 O 2.401 -2.322 -0.285
67 C 0.696 0.007 -5.185
68 H 1.972 -3.621 -4.763
69 C 0.201 -0.783 -4.154
70 H 0.318 1.013 -5.311
71 H -5.835 0.261 -4.381
72 C -2.656 -2.054 0.740
73 C -5.687 0.328 -3.310
74 C -1.274 3.997 -2.137
75 C 2.819 2.501 2.185
76 H 4.364 -2.525 3.459
77 H 1.730 1.394 -2.348
78 C -2.007 -4.253 1.435
79 C 2.405 -4.508 5.391
80 H -1.392 -3.261 -0.398
81 C 1.977 -1.870 -5.960
82 C 2.392 2.252 -2.250
83 C -6.670 0.053 -2.375
84 O 4.267 1.646 -3.469
85 H 2.261 2.778 -1.314
86 C -1.025 6.660 -2.851
87 C 2.535 1.693 4.428
88 C 0.633 -2.086 -3.994
89 H -2.285 6.134 -4.518
90 C 1.578 -2.618 -4.853
91 C 3.565 -4.018 4.838
92 Cl -3.551 3.569 1.172
93 C 1.610 -0.542 -6.092
94 H 4.528 -4.208 5.298
95 H -4.104 -2.845 3.670
96 H 1.684 3.498 3.747
97 N 3.813 1.802 -2.360
98 H -3.157 1.326 -1.301

The total charge is 0. The HOMO energy comes out at -9.04 eV. The calculation puts the LUMO energy at 0.13 eV. The value obtained for the HOMO-LUMO gap is 0.3368 hartree. The SMILES is C[N+](=O)[O-].C[N+](=O)[O-].C[N+](=O)[O-].ClC(Cl)(Cl)Cl.c1ccccc1.c1ccccc1.c1ccccc1.c1ccccc1.c1ccccc1.c1ccccc1. Its multiplicity is 1.



No. 4
Molecular formula: C40H45Cl64FIN3O5PS2
Method: DFT, ωB97M-V/def2-TZVPD

CARTESIAN COORDINATES (ANGSTROEM)
1 H 2.863 2.310 -1.959
2 Cl 7.564 -0.930 -8.378
3 Cl 7.463 -1.828 -11.723
4 H -1.653 -1.684 3.296
5 C -1.590 -2.665 -0.875
6 Cl 6.719 6.372 -1.248
7 H -0.266 -1.413 -5.845
8 Cl -1.806 -9.174 -3.896
9 Cl 8.344 8.628 -0.432
10 S -2.018 3.328 -3.451
11 C -0.236 7.419 2.610
12 C -0.274 1.165 -1.738
13 O -0.608 3.244 -0.525
14 H -0.342 -3.006 -4.993
15 H -0.590 -2.972 2.400
16 Cl -1.466 1.429 5.107
17 Cl -2.407 -12.565 -1.004
18 Cl 2.692 -2.667 5.253
19 H -2.545 1.456 0.955
20 Cl 3.001 4.974 12.989
21 Cl -2.111 -4.969 11.427
22 H -0.748 0.022 2.086
23 H -0.501 1.429 0.444
24 Cl -7.113 -5.500 1.709
25 H -2.735 0.765 -2.971
26 Cl 4.273 2.385 12.728
27 Cl -3.027 2.033 7.473
28 C 7.787 0.420 -7.248
29 H -5.406 3.321 0.965
30 C -2.176 -8.528 -5.506
31 Cl -7.732 -5.456 -1.122
32 H 1.047 6.306 -1.810
33 H -1.142 -0.249 -4.073
34 Cl 0.662 -4.870 10.592
35 S 2.093 2.641 1.622
36 Cl 5.975 5.423 -4.319
37 Cl 1.758 -4.823 6.946
38 H -2.070 -3.097 -1.798
39 C 1.556 5.306 -1.728
40 Cl -1.779 0.392 -8.564
41 N 0.192 -1.147 -2.533
42 C -1.594 -1.043 -0.870
43 H 0.961 -0.508 2.671
44 H -5.704 4.317 -0.522
45 Cl 4.086 4.145 10.434
46 H 1.460 1.082 -2.923
47 Cl -2.827 -15.431 -0.930
48 H 1.173 -1.042 -2.790
49 Cl 2.507 5.788 5.486
50 C 0.021 -1.932 -4.869
51 C 4.750 4.153 -4.484
52 N 0.562 1.569 -2.871
53 H 1.144 -1.912 -4.750
54 Cl -0.579 3.489 6.944
55 H -4.644 6.347 -0.255
56 C -0.185 -0.390 -1.308
57 C -0.750 -1.209 -3.636
58 Cl -1.423 -3.915 8.817
59 C -3.578 4.358 0.056
60 C -4.964 3.592 -0.038
61 C -1.008 -5.127 10.047
62 C -2.518 -3.161 0.347
63 Cl -5.016 -5.953 -0.238
64 C -1.000 3.974 0.625
65 Cl -1.160 -6.751 9.350
66 C -3.860 5.887 0.417
67 C 1.035 2.180 3.028
68 Cl 0.398 6.687 1.124
69 Cl -1.359 -8.098 1.428
70 Cl 9.609 6.168 -1.291
71 C 3.419 4.566 6.394
72 Cl -3.401 -9.503 -0.070
73 H 1.423 -1.433 -0.725
74 I 5.122 -0.829 1.697
75 Cl 3.837 -5.319 4.994
76 H -0.543 -3.071 -0.778
77 H -2.881 6.454 0.353
78 O 0.454 -1.365 0.847
79 O 3.491 2.230 1.972
80 N 0.890 -0.663 -0.243
81 Cl 8.154 -0.215 -5.631
82 Cl 1.126 -4.819 4.118
83 Cl 1.703 2.869 11.478
84 H -3.557 -3.395 -0.067
85 Cl 6.299 1.385 -7.179
86 C 0.038 -0.787 2.055
87 C 0.043 2.023 -0.376
88 Cl -8.800 -1.318 1.808
89 Cl 8.246 7.846 -3.220
90 C -3.618 -13.848 -0.813
91 C -2.529 3.767 1.105
92 Cl -9.543 -3.479 0.023
93 C -2.456 1.111 -7.091
94 H -2.803 1.994 -1.059
95 C 1.598 1.933 -0.071
96 H 1.561 1.351 3.606
97 Cl -4.840 -13.701 -2.091
98 Cl 6.814 0.508 -13.311
99 Cl 4.839 5.326 7.139
100 Cl 5.490 2.569 -4.158
101 C 8.230 7.253 -1.547
102 H -2.672 -2.370 1.136
103 H -0.960 5.088 0.348
104 C -6.509 -5.056 0.102
105 H -2.608 4.446 2.023
106 C -0.612 -1.984 2.945
107 Cl -3.559 -0.048 -6.318
108 H -4.229 6.013 1.488
109 C 1.957 0.378 -0.043
110 Cl 8.501 0.773 -10.970
111 Cl -4.399 -13.692 0.773
112 C 2.558 2.834 -0.991
113 Cl -3.343 2.587 -7.504
114 C -2.834 2.304 1.646
115 Cl -11.222 -2.832 2.295
116 H 0.122 1.463 -3.785
117 C 2.051 4.219 -1.442
118 Cl 3.432 4.443 -3.316
119 Cl 4.095 4.171 -6.135
120 Cl 1.110 7.757 3.710
121 Cl 3.947 3.280 5.290
122 Cl -0.849 -7.476 -6.040
123 Cl -6.166 -3.314 0.057
124 Cl -3.682 -7.590 -5.434
125 H 3.555 3.001 -0.450
126 Cl -11.077 -1.019 0.040
127 H -3.898 2.160 2.004
128 O 3.995 -2.434 -0.567
129 C 4.027 -1.309 -0.127
130 Cl 2.389 3.871 7.661
131 H -1.946 -0.646 0.144
132 H -2.442 -0.816 -1.576
133 F -2.003 -4.400 0.830
134 H -0.007 -2.141 3.899
135 Cl -1.084 8.926 2.221
136 P -2.029 1.792 -2.237
137 H -4.913 2.711 -0.761
138 H -0.044 1.938 2.794
139 H 2.360 0.186 1.018
140 C 2.353 -4.410 5.329
141 H 1.009 3.068 3.746
142 Cl 9.128 1.442 -7.798
143 C 8.071 -0.276 -12.335
144 Cl -2.127 -7.163 -1.204
145 C -10.162 -2.162 1.041
146 Cl 9.507 -0.559 -13.338
147 Cl -0.633 -9.635 -0.920
148 C -1.998 2.724 6.205
149 H -3.049 4.358 -0.959
150 H -0.380 3.889 1.562
151 H 4.105 0.722 -0.827
152 Cl -2.368 -9.867 -6.653
153 H 3.024 -0.375 -1.904
154 Cl -1.140 1.508 -5.966
155 H -1.669 -1.868 -3.479
156 O 2.121 4.127 1.614
157 H -2.185 2.171 2.583
158 Cl -2.921 3.933 5.290
159 C -1.881 -8.600 -0.191
160 Cl -1.361 6.291 3.393
161 C 3.293 -0.059 -0.851
162 C 3.267 3.594 11.908

The total charge is +1. The HOMO energy comes out at -10.70 eV. The calculation puts the LUMO energy at -2.57 eV. The value obtained for the HOMO-LUMO gap is 0.2987 hartree. Its multiplicity is 1.



| no. | electronic energy (Ha) | F_max (eV/A) |
| --- | --- | --- |
| 1 | -4245.8928 | 0.586 |
| 2 | -5634.9361 | 3.134 |
| 3 | -4007.3519 | 2.599 |
| 4 | -33078.3312 | 5.912 |